# 1
{"formula": "C8H12N2O2", "method": "wB97M-V/def2-TZVPD", "de_lowest_kcal_mol": 45.0, "charge": 0, "smiles": "O=C=NCCCCCCN=C=O", "largest_force_ev_per_a": 5.32, "homo_energy_ev": -10.27, "lumo_ev": 0.5, "elements": ["O", "C", "N", "C", "C", "C", "C", "C", "C", "N", "C", "O", "H", "H", "H", "H", "H", "H", "H", "H", "H", "H", "H", "H"], "coordinates": [[-5.42356, 0.71628, 0.83003], [-4.36481, 0.62141, 0.36647], [-3.33569, 0.64803, -0.29470], [-1.91029, 0.74508, -0.21449], [-1.45648, -0.06446, -1.41384], [0.06324, -0.39391, -1.70670], [0.64081, -1.39423, -0.67452], [1.16881, -0.70554, 0.62366], [2.52114, -0.04795, 0.69054], [2.51305, 0.54813, 1.98929], [3.17797, 1.24569, 2.65825], [3.82332, 1.90704, 3.44115], [-1.57029, 0.37442, 0.75251], [-1.59509, 1.86482, -0.25631], [-1.91689, 0.51405, -2.22607], [-2.04769, -0.99673, -1.47136], [0.64860, 0.56867, -1.65255], [0.15200, -0.81634, -2.69207], [1.43375, -1.94499, -1.20707], [-0.17128, -2.11752, -0.54663], [0.43054, 0.09149, 0.90134], [1.13298, -1.42752, 1.46272], [3.37183, -0.72724, 0.65866], [2.71404, 0.79132, -0.01831]], "atomic_forces_ev_per_a": [[-0.8, -0.4, 0.5], [2.8, 0.9, -1.8], [-2.7, 0.1, 1.5], [0.6, 1.1, 0.5], [0.7, -0.3, -1.5], [-0.6, 1.6, 1.7], [0.6, 0.7, -0.9], [-2.1, -0.8, -0.3], [0.3, 0.8, -0.5], [-0.6, -0.4, -0.2], [3.1, 2.7, 3.4], [-1.9, -1.6, -2.1], [0.0, -0.1, 0.0], [-0.4, -1.9, -0.2], [0.5, -0.1, -0.3], [0.4, 0.2, 0.5], [-0.4, -0.9, -0.3], [-0.1, 0.0, -0.5], [0.0, 0.1, 0.5], [0.3, 0.0, 0.8], [0.6, -0.7, -0.2], [0.1, 0.3, -0.4], [-0.1, -0.3, -0.3], [-0.4, -0.8, 0.0]]}

---

# 2
{"formula": "C2N2O2P", "method": "wB97M-V/def2-TZVPD", "de_lowest_kcal_mol": 98.7, "charge": -1, "largest_force_ev_per_a": 6.98, "homo_energy_ev": -4.79, "lumo_ev": 3.6, "elements": ["C", "C", "N", "N", "O", "O", "P"], "coordinates": [[-0.86743, 1.23722, -0.50468], [1.39788, -0.21021, 0.37648], [-1.54092, 2.12348, -0.16375], [2.27870, -0.25458, 1.10267], [-1.13947, -1.18577, 1.34081], [-0.02229, -1.25569, -1.69583], [-0.10646, -0.45446, -0.45571]], "atomic_forces_ev_per_a": [[-0.4, 0.1, 0.8], [0.2, 0.4, 0.0], [1.0, -0.9, -0.8], [1.0, 0.1, 0.4], [2.6, 2.0, -4.8], [0.2, 0.9, 0.0], [-4.7, -2.6, 4.5]]}

---

# 3
{"formula": "C4H6N2O", "method": "wB97M-V/def2-TZVPD", "de_lowest_kcal_mol": 61.8, "charge": 0, "largest_force_ev_per_a": 0.52, "homo_energy_ev": -9.07, "lumo_ev": 0.6, "elements": ["C", "C", "N", "C", "C", "O", "N", "H", "H", "H", "H", "H", "H"], "coordinates": [[-1.16071, 1.41435, 1.05049], [-0.34589, 0.44655, 0.26307], [0.38513, 0.68601, -0.74246], [0.87025, -0.62500, -1.17366], [0.45832, -1.68676, -0.15770], [2.23658, -0.57544, -1.45780], [-0.32493, -0.95351, 0.61534], [-1.02724, 2.41394, 0.63485], [-0.85153, 1.41861, 2.10169], [-2.22359, 1.15065, 1.01194], [0.27317, -0.87496, -2.07544], [2.53809, -1.49339, -1.48540], [-0.82767, -1.32104, 1.41508]], "atomic_forces_ev_per_a": [[0.0, 0.0, 0.0], [0.1, 0.1, -0.2], [-0.2, -0.1, 0.3], [-0.1, -0.1, -0.1], [-0.2, 0.4, 0.1], [0.1, -0.2, 0.0], [0.1, -0.3, 0.0], [0.0, -0.1, 0.1], [0.0, 0.0, -0.1], [0.2, 0.0, 0.0], [0.1, 0.0, 0.1], [0.0, 0.1, 0.0], [0.1, 0.0, -0.1]]}

---

# 4
{"formula": "C21H37AlClN3O4", "method": "wB97M-V/def2-TZVPD", "charge": 0, "largest_force_ev_per_a": 2.39, "homo_energy_ev": -6.52, "lumo_ev": 0.3, "elements": ["O", "C", "C", "C", "H", "C", "H", "C", "H", "C", "H", "C", "H", "H", "C", "C", "H", "H", "H", "C", "C", "H", "H", "H", "H", "Al", "Cl", "C", "O", "N", "C", "C", "H", "H", "H", "H", "H", "H", "H", "H", "H", "C", "C", "N", "H", "C", "O", "H", "H", "H", "H", "H", "H", "C", "C", "N", "H", "C", "O", "H", "H", "H", "H", "C", "H", "H", "H"], "coordinates": [[0.12992, -0.01790, -0.90268], [-0.46027, 0.11358, -2.12947], [-0.06300, 1.40885, -2.84212], [0.60967, 2.45555, -2.20584], [0.95562, 2.30682, -1.18879], [0.78076, 3.67770, -2.86342], [1.27991, 4.49762, -2.33735], [0.31915, 3.83536, -4.17668], [0.46053, 4.78894, -4.68657], [-0.29543, 2.76550, -4.83656], [-0.63942, 2.86937, -5.86787], [-0.47384, 1.55544, -4.16911], [-0.96152, 0.71313, -4.65476], [-0.09121, -0.71717, -2.76848], [-2.41018, -1.49527, -1.99849], [-1.98563, -0.07175, -2.08246], [-3.43523, -1.61043, -2.38041], [-2.35543, -1.85811, -0.95870], [-1.73521, -2.11823, -2.60590], [-2.79862, 0.99198, -1.96897], [-4.24029, 0.94656, -1.58666], [-2.41636, 1.99557, -2.15801], [-4.87224, 1.37006, -2.37999], [-4.42573, 1.55673, -0.69130], [-4.56677, -0.07855, -1.38080], [-0.08608, -0.19135, 0.91007], [-2.30421, -0.10555, 1.11771], [-0.67419, 0.20807, 3.66701], [0.06397, -0.46396, 2.88260], [-0.86595, -0.05233, 4.95631], [-0.44111, -1.30458, 5.57308], [-1.83803, 0.72584, 5.73535], [-1.24698, 1.06145, 3.27915], [0.13242, -1.89583, 4.86134], [-1.32962, -1.86111, 5.90406], [0.16564, -1.08950, 6.46134], [-2.16897, 1.58104, 5.14153], [-1.38909, 1.08849, 6.67017], [-2.70638, 0.09911, 5.98923], [5.16276, 1.60147, -1.12421], [4.82560, 2.11935, 1.28690], [4.06560, 1.58275, -1.19862], [3.75546, 1.89541, 1.24479], [3.50007, 1.09015, 0.05360], [3.75722, 0.92735, -2.02128], [2.66100, 0.05523, 0.07789], [1.87620, -0.16870, 1.04729], [3.44352, 1.33721, 2.12669], [2.66597, -0.58725, -0.81384], [3.71020, 2.60644, -1.40058], [3.21385, 2.85015, 1.18474], [-0.07835, -5.44348, 1.35993], [2.04412, -5.58667, -0.32844], [-0.51252, -4.87766, 0.52452], [1.48413, -4.88500, -0.96259], [0.52511, -4.12269, -0.17315], [-1.27349, -4.19357, 0.89849], [0.68735, -2.81658, 0.02006], [-0.08766, -2.13305, 0.75408], [2.17996, -4.17786, -1.42325], [1.54553, -2.36260, -0.50926], [-0.94802, -5.59501, -0.17992], [0.95433, -5.44915, -1.73959], [-0.19495, 1.84725, 0.99212], [-0.86516, 2.25222, 0.22096], [0.79831, 2.27801, 0.80561], [-0.51673, 2.27512, 1.94959]], "atomic_forces_ev_per_a": [[0.7, -0.8, 0.1], [0.0, -0.1, -0.5], [-0.2, 0.0, 0.0], [-0.2, -0.1, -0.3], [-0.2, 0.1, -0.1], [0.0, -0.2, -0.3], [-0.2, -0.2, -0.3], [0.2, 0.0, 0.2], [-0.1, -0.2, 0.1], [0.1, -0.1, 0.1], [0.1, 0.0, 0.3], [0.2, 0.5, 0.1], [0.0, 0.2, 0.0], [0.0, 0.1, -0.2], [-0.3, -0.4, 0.2], [0.2, 1.3, 0.2], [0.3, -0.2, 0.2], [-0.1, 0.1, -0.3], [-0.2, 0.1, 0.1], [0.3, -0.6, -0.2], [-0.4, -0.1, -0.2], [0.2, -0.2, 0.3], [0.0, -0.1, 0.1], [0.2, -0.2, -0.1], [0.0, 0.3, 0.0], [-0.6, 2.0, -0.9], [-1.3, -0.8, 0.4], [0.5, -0.6, -1.4], [-0.9, 0.5, 1.8], [-0.3, -0.3, 0.2], [0.1, 0.2, 0.2], [0.2, -0.1, -0.2], [0.3, -0.2, 0.1], [-0.1, 0.1, 0.0], [0.2, 0.1, -0.2], [0.0, -0.1, -0.2], [0.0, -0.1, 0.1], [0.0, -0.1, -0.3], [0.2, 0.2, -0.1], [-0.3, 0.0, -0.1], [-0.1, -0.1, 0.0], [0.3, -0.2, 0.0], [-0.2, 0.2, -0.2], [0.0, -0.2, 0.0], [0.1, 0.2, 0.2], [-1.4, 0.5, 1.1], [2.1, -0.3, -1.1], [0.0, 0.1, -0.1], [-0.1, 0.4, 0.0], [0.0, -0.4, 0.1], [0.0, -0.3, 0.1], [0.0, 0.2, -0.1], [-0.1, 0.2, -0.1], [0.0, -0.1, -0.1], [-0.1, 0.2, 0.1], [0.2, 0.1, 0.2], [0.1, -0.1, -0.1], [-1.2, 1.0, 1.0], [1.4, -1.5, -0.9], [-0.1, -0.3, 0.0], [-0.5, -0.1, 0.2], [0.0, 0.2, 0.1], [0.2, 0.1, 0.1], [0.7, 0.3, 0.6], [0.1, -0.3, 0.2], [0.1, 0.3, 0.0], [0.0, 0.2, 0.0]]}

---

# 5
{"formula": "C39H30CaF6N6O10P", "method": "wB97M-V/def2-TZVPD", "de_lowest_kcal_mol": 122.6, "charge": -2, "s_squared": 0.76, "largest_force_ev_per_a": 3.54, "multiplicity": 2, "homo_energy_ev": [-1.41, -2.58], "lumo_ev": [3.7, 3.7], "elements": ["Ca", "O", "C", "N", "C", "O", "C", "C", "C", "C", "C", "N", "C", "C", "C", "C", "C", "N", "H", "H", "H", "H", "H", "H", "H", "H", "O", "C", "C", "O", "C", "C", "O", "C", "O", "O", "C", "O", "C", "C", "C", "C", "C", "C", "N", "C", "N", "C", "C", "C", "C", "C", "C", "O", "C", "N", "C", "C", "C", "C", "C", "C", "O", "C", "H", "H", "H", "H", "H", "H", "H", "H", "H", "H", "H", "H", "H", "H", "H", "H", "H", "H", "H", "H", "H", "H", "F", "P", "F", "F", "F", "F", "F"], "coordinates": [[-0.50480, -0.33692, 0.12692], [1.11096, 2.53276, 2.70702], [0.62713, 1.53486, 2.18582], [1.04798, 0.91930, 1.05184], [2.37698, 1.02830, 0.72917], [3.29904, 1.20403, 1.49528], [2.69585, 1.02460, -0.75842], [3.40605, 2.08068, -1.22439], [3.68522, 2.17905, -2.62491], [3.26597, 1.24729, -3.49203], [2.54300, 0.02775, -3.04027], [2.25359, 0.07980, -1.63270], [-0.65004, 0.99698, 2.80869], [-0.94359, 1.38516, 4.11343], [-2.14236, 0.99003, 4.67411], [-3.02158, 0.23096, 3.91411], [-2.64613, -0.11306, 2.63143], [-1.48888, 0.25348, 2.09230], [3.72536, 2.84072, -0.53024], [4.23560, 3.03988, -2.98802], [3.46961, 1.29061, -4.55359], [1.59800, -0.11013, -3.56853], [-0.22419, 1.99496, 4.63868], [-2.39637, 1.27465, 5.68802], [-3.97548, -0.08913, 4.31062], [-3.29575, -0.70874, 1.99855], [4.53471, -3.95053, -3.49682], [4.03119, -3.29937, -2.58573], [4.32335, -3.34389, -1.14979], [5.29840, -3.91505, -0.62473], [3.26246, -2.58950, -0.43591], [2.19624, -2.24368, -1.46176], [1.49467, -1.01547, -1.19760], [2.87727, -2.31533, -2.83654], [3.36079, -1.11186, -3.37237], [3.22697, -2.23397, 0.72413], [-4.30382, -3.85512, 0.05321], [-4.31772, -3.12584, -1.16117], [-4.21228, -3.81957, -2.31868], [-4.43458, -5.18166, -2.42457], [-4.39829, -5.81336, -3.66339], [-4.13623, -5.07525, -4.80104], [-3.87315, -3.71581, -4.69636], [-3.88425, -3.06679, -3.46733], [-3.65612, -1.68748, -3.41446], [-3.05254, -1.04313, -2.27605], [-3.83147, -0.07535, -1.77407], [-3.52233, 0.94067, -0.82265], [-2.20830, 1.30894, -0.50298], [-2.13631, 2.45938, 0.31352], [-3.23786, 3.12290, 0.82364], [-4.52368, 2.67573, 0.53161], [-4.65984, 1.59373, -0.31439], [-5.88832, 1.09811, -0.72565], [-7.01857, 1.53361, -0.01790], [-1.89842, -1.31668, -1.80764], [-0.89014, -2.06053, -2.40443], [-0.22739, -2.98147, -1.68223], [1.17659, -3.33756, -1.99747], [1.65502, -3.07063, -3.45698], [0.71098, -2.24860, -4.26170], [-0.42211, -1.75113, -3.76807], [-1.22068, -0.92061, -4.55166], [-0.89636, 0.45903, -4.40357], [-4.14930, -3.12509, 0.84249], [-3.47842, -4.56718, 0.08169], [-5.25448, -4.37637, 0.21102], [-4.65181, -5.76151, -1.53773], [-4.57971, -6.87859, -3.72704], [-4.12601, -5.55085, -5.77362], [-3.62825, -3.13770, -5.58062], [-3.20730, -1.35720, -4.25810], [-4.79270, -0.10111, -2.06791], [-1.15559, 2.85211, 0.57279], [-3.11441, 3.98566, 1.47119], [-5.38712, 3.17686, 0.94990], [-7.85414, 0.93696, -0.38220], [-7.23433, 2.59298, -0.19663], [-6.90354, 1.37302, 1.05913], [-0.62176, -3.28596, -0.72200], [1.45711, -4.31789, -1.61968], [1.98568, -3.93776, -4.03271], [0.97199, -2.04550, -5.29528], [-1.65990, 1.02363, -4.93868], [0.08089, 0.67868, -4.84440], [-0.89747, 0.75780, -3.34955], [-0.19072, -2.02137, 1.17129], [-0.05952, -3.32230, 2.22930], [0.01499, -4.59917, 3.20700], [-1.38767, -3.94367, 1.49324], [1.17928, -2.62384, 2.92259], [-1.05891, -2.56740, 3.26437], [0.85911, -4.05195, 1.14364]], "atomic_forces_ev_per_a": [[-0.8, 0.4, -3.4], [-0.1, -0.2, 0.1], [0.4, 0.5, 0.0], [0.8, 0.5, 0.6], [0.1, 0.1, 0.2], [-0.1, 0.0, -0.1], [0.3, 0.1, 0.2], [0.0, 0.0, 0.1], [-0.1, -0.1, -0.2], [0.0, 0.0, 0.1], [-0.1, -0.1, -0.1], [0.0, 0.1, -0.2], [-0.2, 0.3, 0.4], [0.0, 0.0, 0.0], [0.0, 0.0, -0.1], [0.0, 0.1, 0.0], [-0.1, -0.1, 0.0], [-0.1, 0.2, 1.2], [0.0, -0.1, 0.1], [0.0, 0.0, 0.0], [0.0, 0.1, 0.0], [0.0, -0.1, 0.0], [0.0, 0.0, 0.0], [0.0, 0.0, 0.0], [0.0, 0.0, 0.0], [0.0, 0.0, 0.0], [0.1, 0.1, -0.1], [-0.2, 0.1, 0.3], [0.2, 0.0, -0.1], [-0.1, -0.1, 0.1], [0.1, 0.2, 0.0], [0.2, -0.3, -0.1], [0.3, 0.4, -0.1], [-0.4, -0.2, 0.0], [0.2, 0.0, -0.1], [0.0, 0.0, 0.0], [0.0, 0.0, 0.1], [0.1, 0.1, 0.1], [0.0, 0.1, -0.2], [0.0, -0.1, 0.0], [0.0, 0.0, 0.0], [0.0, 0.0, 0.0], [0.1, 0.0, 0.1], [0.0, -0.2, 0.2], [-0.3, 0.0, 0.2], [0.0, -0.2, -0.3], [-0.2, 0.0, 0.1], [0.4, 0.2, -0.1], [-0.7, 0.6, -0.3], [-0.1, 0.1, -0.2], [0.1, 0.1, 0.1], [-0.1, 0.0, 0.0], [0.0, 0.0, 0.0], [0.1, 0.0, 0.0], [-0.1, 0.0, 0.0], [-0.1, 0.3, 0.5], [0.0, -0.8, -0.1], [-0.1, 0.1, 0.0], [-0.1, 0.1, 0.0], [0.2, 0.0, 0.0], [-0.2, 0.0, 0.0], [0.3, 0.2, -0.2], [0.0, -0.1, 0.0], [0.0, 0.1, 0.1], [0.0, 0.0, 0.0], [0.0, 0.0, 0.0], [0.0, 0.0, 0.0], [0.0, 0.0, 0.0], [0.0, 0.0, 0.0], [0.1, 0.0, 0.0], [0.0, 0.0, 0.0], [0.1, 0.0, 0.0], [0.0, -0.1, -0.1], [0.0, 0.0, 0.1], [0.0, 0.0, 0.0], [0.0, 0.0, 0.0], [0.0, 0.0, 0.0], [0.0, 0.0, 0.0], [0.0, 0.0, 0.0], [0.0, 0.0, 0.0], [0.0, 0.0, 0.0], [0.0, 0.0, 0.0], [0.0, 0.1, 0.0], [0.0, 0.0, 0.0], [0.0, 0.0, 0.0], [0.0, 0.0, 0.0], [0.3, -2.0, 1.4], [-0.4, -0.8, 0.6], [0.0, 0.1, -0.1], [0.1, 0.1, 0.0], [0.1, 0.0, -0.1], [0.1, 0.1, -0.3], [0.0, 0.1, 0.0]]}

---

E_tot values, unit hartree, following the record order: -572.001611 -677.523791 -340.696347 -1990.369660 -4203.525406.